# 1
{
  "formula": "C44H31Cl3N3O4PS5W",
  "method": "the ωB97M-V functional and the def2-TZVPD basis",
  "e_above_lowest_kcal_mol": 18.12,
  "homo_lumo_gap_ev": [5.548, 5.611],
  "total_charge": -2,
  "spin_multiplicity": 1,
  "lumo_ev": [3.186, 3.186],
  "largest_force_ha_per_bohr": 0.0202,
  "symbols": ["W", "S", "C", "S", "S", "S", "C", "C", "C", "C", "C", "C", "N", "C", "C", "C", "C", "C", "C", "C", "H", "H", "H", "H", "H", "H", "H", "H", "Cl", "C", "C", "C", "Cl", "C", "O", "C", "Cl", "C", "H", "H", "N", "P", "C", "C", "C", "C", "C", "C", "C", "C", "C", "C", "C", "C", "C", "C", "C", "C", "C", "C", "H", "H", "H", "H", "H", "H", "H", "H", "H", "H", "H", "H", "H", "H", "H", "N", "C", "C", "C", "C", "C", "C", "S", "O", "O", "O", "H", "H", "H", "H", "H", "H"],
  "xyz": [[-0.8517, -0.5437, 0.4564], [-5.4755, 0.2152, 0.6828], [-3.8611, -0.0887, 0.5876], [-2.6118, 0.7279, 1.5301], [-3.0895, -1.2272, -0.4617], [1.3694, -4.3296, -1.3383], [2.1911, -2.9648, -2.0293], [3.2627, -2.9448, -2.9130], [3.8195, -1.7210, -3.2390], [3.3221, -0.5404, -2.6785], [2.2480, -0.5602, -1.8109], [1.6580, -1.7841, -1.4989], [0.6099, -1.9806, -0.6143], [0.3857, -3.2424, -0.3887], [-0.5946, -3.6402, 0.5946], [-0.7808, -4.9739, 0.9785], [-1.6749, -5.2721, 1.9822], [-2.3813, -4.2326, 2.5960], [-2.2029, -2.9224, 2.1933], [-1.3031, -2.5754, 1.1749], [3.6649, -3.8643, -3.3191], [4.6610, -1.6812, -3.9191], [3.7900, 0.4053, -2.9223], [1.8526, 0.3394, -1.3617], [-0.2062, -5.7639, 0.5039], [-1.8199, -6.2968, 2.3013], [-3.0789, -4.4577, 3.3946], [-2.7890, -2.1414, 2.6671], [6.1045, 1.1265, 2.2521], [4.4688, 0.5302, 2.1409], [3.4376, 1.4078, 1.8671], [2.1507, 0.9133, 1.7705], [0.8338, 1.9775, 1.4117], [1.8306, -0.4443, 1.9510], [0.6289, -0.9284, 1.8534], [2.9278, -1.2862, 2.2261], [2.6142, -2.9833, 2.4052], [4.2239, -0.8198, 2.3239], [3.6248, 2.4645, 1.7407], [5.0325, -1.5049, 2.5341], [-0.6488, 0.5133, -1.1473], [-1.0711, 0.7580, -2.6188], [-0.2178, 2.2220, -3.2718], [-0.5195, 2.7430, -4.5279], [0.1495, 3.8631, -4.9957], [1.1125, 4.4769, -4.2027], [1.3988, 3.9745, -2.9420], [0.7338, 2.8476, -2.4747], [-2.8183, 1.1121, -2.9253], [-3.4403, 1.9614, -2.0119], [-4.7731, 2.2975, -2.1795], [-5.4824, 1.7970, -3.2637], [-4.8641, 0.9512, -4.1725], [-3.5310, 0.6021, -4.0040], [-0.6220, -0.6172, -3.7239], [0.3860, -0.5202, -4.6778], [0.7960, -1.6478, -5.3776], [0.2028, -2.8758, -5.1280], [-0.8062, -2.9792, -4.1786], [-1.2167, -1.8560, -3.4775], [-1.2839, 2.2735, -5.1373], [-0.0857, 4.2652, -5.9733], [1.6299, 5.3568, -4.5648], [2.1333, 4.4627, -2.3142], [0.9201, 2.4558, -1.4815], [-2.8912, 2.3070, -1.1424], [-5.2643, 2.9202, -1.4440], [-6.5294, 2.0461, -3.3834], [-5.4252, 0.5440, -5.0047], [-3.0535, -0.0761, -4.7006], [0.8772, 0.4277, -4.8558], [1.5956, -1.5668, -6.1035], [0.5347, -3.7565, -5.6645], [-1.2647, -3.9374, -3.9693], [-1.9927, -1.9380, -2.7247], [-0.8152, 0.1914, 4.3540], [-0.2456, 0.9676, 5.3718], [-0.4611, 2.3456, 5.4087], [0.1209, 3.1250, 6.3992], [0.9428, 2.5540, 7.3595], [1.1857, 1.1883, 7.3082], [0.5942, 0.4001, 6.3311], [1.6445, 3.5308, 8.6927], [0.7856, 3.2445, 9.8384], [1.5664, 4.9115, 8.2300], [3.0047, 3.0273, 8.8456], [-0.7266, -0.8042, 4.4873], [-1.7522, 0.4452, 4.0807], [-1.0873, 2.8000, 4.6480], [-0.0460, 4.1940, 6.4333], [1.8444, 0.7484, 8.0463], [0.7846, -0.6685, 6.3051]]
}

***

# 2
{
  "formula": "C8H15AuClINO2P",
  "method": "the ωB97M-V functional and the def2-TZVPD basis",
  "e_above_lowest_kcal_mol": 0.00,
  "homo_lumo_gap_ev": [8.117, 5.671],
  "total_charge": 2,
  "spin_multiplicity": 3,
  "lumo_ev": [-7.487, -11.240],
  "largest_force_ha_per_bohr": 0.1216,
  "symbols": ["C", "C", "H", "H", "H", "O", "I", "Au", "P", "C", "C", "H", "H", "H", "C", "H", "H", "H", "H", "H", "H", "C", "O", "Cl", "C", "C", "N", "H", "H", "H"],
  "xyz": [[2.3458, 0.9053, -5.4243], [1.1988, 1.3473, -4.5821], [2.2185, 1.2516, -6.4609], [2.3952, -0.1939, -5.4073], [3.2754, 1.3215, -5.0114], [0.1895, 1.9304, -4.8597], [1.5531, 0.7071, -2.4361], [0.2661, 0.7116, -0.0211], [-0.8489, -1.4772, 0.1816], [-2.6046, -1.5241, 0.6398], [-0.7683, -2.2307, -1.4742], [0.9779, -2.7318, 1.1476], [-0.5365, -3.7036, 1.0856], [-0.3252, -2.4308, 2.3308], [-0.1099, -2.7098, 1.2897], [0.2827, -2.3498, -1.7577], [-1.2752, -3.2045, -1.4578], [-3.0279, -2.5167, 0.4177], [-3.1622, -0.7572, 0.0861], [-1.2607, -1.5652, -2.1920], [-2.6994, -1.3208, 1.7166], [-1.1339, 1.7666, 0.7479], [-1.9391, 2.4053, 1.2732], [2.1959, -0.6966, -0.0101], [0.4570, 3.0688, 5.4669], [0.4651, 2.4130, 4.1662], [0.4893, 1.8751, 3.1374], [0.9910, 4.0277, 5.4046], [0.9654, 2.4307, 6.2042], [-0.5751, 3.2509, 5.7988]]
}

***

# 3
{
  "formula": "C35H60N2O9",
  "method": "the ωB97M-V functional and the def2-TZVPD basis",
  "homo_lumo_gap_ev": 8.678,
  "spin_multiplicity": 1,
  "lumo_ev": -0.232,
  "largest_force_ha_per_bohr": 0.0661,
  "smiles": "NC[C@@H](O)CN1C(=O)c2ccccc2C1=O.C1CCOC1.C1CCOC1.C1CCOC1.C1CCOC1.C1CCOC1.C1CCOC1",
  "symbols": ["N", "C", "C", "O", "C", "N", "C", "O", "C", "C", "C", "C", "C", "C", "C", "O", "H", "H", "H", "H", "H", "H", "H", "H", "H", "H", "H", "H", "C", "C", "C", "O", "C", "H", "H", "H", "H", "H", "H", "H", "H", "C", "C", "C", "O", "C", "H", "H", "H", "H", "H", "H", "H", "H", "C", "C", "C", "O", "C", "H", "H", "H", "H", "H", "H", "H", "H", "C", "C", "C", "O", "C", "H", "H", "H", "H", "H", "H", "H", "H", "C", "C", "C", "O", "C", "H", "H", "H", "H", "H", "H", "H", "H", "C", "C", "C", "O", "C", "H", "H", "H", "H", "H", "H", "H", "H"],
  "xyz": [[-0.7957, -2.4805, 0.2361], [-0.4116, -2.0116, 1.5677], [0.7682, -0.8873, 1.5407], [0.9058, -0.4738, 0.1867], [0.3040, 0.2399, 2.5304], [1.2798, 1.3599, 2.7140], [2.6345, 1.1526, 2.3113], [3.5130, 0.5491, 2.8513], [2.6950, 1.9864, 0.9746], [3.6673, 1.9717, -0.0937], [3.4034, 2.8676, -1.2316], [2.2361, 3.7516, -1.2781], [1.2438, 3.7554, -0.1859], [1.4842, 2.8637, 0.9308], [0.6586, 2.5743, 2.2199], [-0.2779, 3.1231, 2.7190], [-0.0107, -2.8576, -0.2906], [-1.2885, -1.7559, -0.2825], [-0.1459, -2.8429, 2.2758], [-1.3224, -1.4916, 1.9911], [1.6822, -1.4253, 1.9232], [0.3120, 0.2632, -0.0314], [0.1791, -0.2519, 3.5382], [-0.6752, 0.6350, 2.1379], [4.5598, 1.3007, -0.0529], [4.0871, 2.9044, -2.1058], [2.0298, 4.4355, -2.1340], [0.3333, 4.3924, -0.1974], [-4.2658, 0.3730, -3.4360], [-4.2776, -1.1442, -3.4628], [-2.8179, -1.4752, -3.2283], [-2.2778, -0.4208, -2.4165], [-3.2209, 0.6586, -2.3707], [-5.2357, 0.8171, -3.2104], [-3.9298, 0.7590, -4.4033], [-4.8832, -1.5250, -2.6359], [-4.6653, -1.5644, -4.3912], [-2.2575, -1.4945, -4.1697], [-2.6826, -2.4317, -2.7239], [-3.6680, 0.6717, -1.3705], [-2.7028, 1.6061, -2.5326], [-4.5325, -5.4946, 0.6107], [-3.1364, -5.4492, 0.0229], [-3.3789, -4.7739, -1.3120], [-4.4998, -3.8894, -1.1347], [-5.1212, -4.1830, 0.1237], [-4.5494, -5.5908, 1.6969], [-5.0880, -6.3352, 0.1840], [-2.4912, -4.8223, 0.6462], [-2.6681, -6.4294, -0.0757], [-3.6461, -5.5032, -2.0831], [-2.5131, -4.2041, -1.6553], [-4.8877, -3.3635, 0.8126], [-6.2044, -4.2314, -0.0055], [-0.5902, -8.5380, -3.9918], [-1.4610, -7.6476, -4.8579], [-2.7866, -7.6834, -4.1172], [-2.4800, -7.8588, -2.7280], [-1.0940, -8.2033, -2.6002], [0.4786, -8.3596, -4.1135], [-0.7890, -9.5898, -4.2190], [-1.0622, -6.6286, -4.8584], [-1.5418, -7.9825, -5.8927], [-3.3991, -8.5340, -4.4358], [-3.3662, -6.7675, -4.2525], [-0.5771, -7.3384, -2.1867], [-0.9868, -9.0371, -1.9047], [5.0227, 6.6958, 2.4088], [4.6155, 7.8861, 1.5624], [4.0976, 7.2150, 0.3032], [3.5574, 5.9485, 0.7024], [3.9519, 5.6795, 2.0544], [5.0692, 6.9106, 3.4767], [6.0043, 6.3319, 2.0903], [3.8058, 8.4314, 2.0556], [5.4286, 8.5859, 1.3681], [4.9083, 7.0256, -0.4092], [3.3245, 7.8018, -0.1978], [3.0680, 5.7956, 2.6917], [4.3059, 4.6497, 2.1350], [2.0511, -6.2175, 1.3136], [1.5982, -5.0618, 0.4399], [1.0555, -5.7783, -0.7772], [0.5458, -7.0378, -0.3248], [0.9847, -7.2616, 1.0224], [2.1252, -5.9685, 2.3726], [3.0289, -6.5753, 0.9779], [0.7933, -4.5132, 0.9370], [2.3947, -4.3562, 0.1990], [1.8468, -5.9793, -1.5080], [0.2588, -5.2171, -1.2721], [0.1189, -7.1372, 1.6818], [1.3552, -8.2832, 1.1240], [0.2477, 11.6960, 3.1354], [-0.0326, 10.2161, 3.3104], [1.2608, 9.5919, 2.8192], [2.3102, 10.5271, 3.1106], [1.7215, 11.7796, 3.4863], [-0.3751, 12.3382, 3.7587], [0.0953, 11.9817, 2.0904], [-0.1789, 9.9882, 4.3702], [-0.9086, 9.8671, 2.7631], [1.2409, 9.4368, 1.7347], [1.4751, 8.6369, 3.3033], [1.8651, 11.9079, 4.5646], [2.2314, 12.5937, 2.9682]]
}